[1]
Formula: C8H12
Source: the Open Molecules 2025 dataset
Level of theory: the ωB97M-V functional and the def2-TZVPD basis

Each line ends with the natural charge from an NBO analysis.
Geometry (Å):
C: 0.37 -0.27 -1.32  -0.369
C: -2.43 0.41 -0.32  -0.616
C: 1.77 -1.32 0.20  -0.200
C: -0.19 -0.61 0.07  -0.100
C: -1.27 0.27 0.65  -0.418
C: 0.59 -1.78 0.56  -0.160
C: 1.29 -0.01 -0.13  -0.027
C: 1.79 1.33 0.44  -0.609
H: -2.76 1.46 -0.48  0.211
H: 2.69 -1.68 0.26  0.192
H: -2.11 -0.11 -1.24  0.213
H: -3.28 -0.24 0.00  0.207
H: 0.13 -2.67 0.88  0.195
H: -0.79 1.24 0.86  0.205
H: -1.71 -0.20 1.61  0.218
H: 1.38 1.28 1.39  0.212
H: 0.54 -1.04 -1.95  0.205
H: -0.12 0.64 -1.76  0.204
H: 2.80 1.25 0.47  0.219
H: 1.31 2.05 -0.16  0.218

Summary:
energy above the lowest of the compared OMol25 structures with the same formula, charge and spin: 3.341 eV
LUMO: 1.058 eV
E_HOMO: -7.57 eV
total charge: 0
electronic energy: -311.86362 Ha


[2]
Formula: C45H31F2MgN2O4PS2
Source: the Open Molecules 2025 dataset
Level of theory: the ωB97M-V functional and the def2-TZVPD basis

Each line ends with the Löwdin charge.
Geometry (Å):
S: 1.81 5.08 2.42  0.116
S: 0.01 3.18 0.24  0.414
P: 0.89 4.89 0.68  -0.012
Mg: 0.35 -0.32 0.13  0.532
F: 4.93 -2.89 0.11  0.006
F: 5.50 1.71 -0.40  0.040
O: -0.99 -0.90 -1.59  -0.069
O: -3.13 -0.53 -2.51  0.030
O: 0.51 0.01 2.18  0.065
O: 0.18 1.90 3.26  0.099
N: -1.47 0.36 0.58  0.052
N: 0.71 -2.32 0.25  0.067
C: 2.40 -0.22 -0.19  -0.062
C: 3.51 5.99 -2.94  -0.118
C: 0.68 3.65 -5.28  -0.068
C: -0.92 3.32 -3.52  -0.051
C: -3.76 1.72 1.28  -0.105
C: -1.49 1.11 1.67  -0.344
C: -0.19 0.09 -2.06  -0.158
C: 4.64 0.66 -0.30  -0.261
C: 3.33 5.19 -0.68  -0.104
C: -0.32 6.27 0.64  -0.398
C: 2.94 -1.52 -0.08  -0.144
C: 5.19 -0.60 -0.16  0.035
C: 1.96 5.37 -0.73  -0.380
C: 0.25 0.80 -2.96  0.011
C: 5.12 1.07 -4.31  -0.143
C: 0.28 2.91 -4.14  -0.188
C: 0.97 1.75 -3.68  -0.195
C: 1.40 -4.97 -0.03  -0.070
C: 4.33 -1.67 -0.06  -0.204
C: -2.30 -0.41 -1.40  -0.330
C: 4.10 5.50 -1.79  -0.096
C: 4.60 2.35 -4.33  -0.115
C: -0.74 8.63 0.74  -0.103
C: 3.26 2.58 -4.12  -0.056
C: -2.53 0.35 -0.29  -0.209
C: -1.68 6.02 0.73  -0.103
C: -2.10 8.38 0.82  -0.120
C: 3.27 0.86 -0.31  -0.031
C: 2.13 6.14 -3.00  -0.092
C: -1.20 5.14 -5.07  -0.149
C: 2.93 0.22 -3.80  -0.047
C: 2.37 1.51 -3.89  -0.184
C: 0.08 -4.61 0.25  -0.068
C: -3.74 1.03 0.11  -0.018
C: 1.35 5.82 -1.90  -0.088
C: -1.63 4.41 -3.97  -0.119
C: 4.28 0.01 -4.01  -0.124
C: 2.36 -3.98 -0.16  -0.002
C: -2.57 7.08 0.82  -0.103
C: 0.15 7.57 0.65  -0.113
C: -2.60 1.81 2.10  -0.070
C: -0.20 -3.26 0.36  -0.107
C: -0.03 4.74 -5.72  -0.141
C: 2.00 -2.63 0.01  -0.174
C: -0.20 0.99 2.37  -0.504
H: 6.18 0.90 -4.49  0.075
H: -2.03 5.00 0.72  0.067
H: -2.79 9.21 0.89  0.086
H: 2.28 -0.61 -3.57  0.104
H: -1.21 -2.91 0.53  0.125
H: -2.62 2.38 3.01  0.095
H: 3.37 -4.25 -0.40  0.101
H: -2.54 4.71 -3.46  0.093
H: -4.66 2.24 1.59  0.094
H: 1.55 3.33 -5.84  0.102
H: -3.64 6.89 0.88  0.092
H: 0.31 5.30 -6.58  0.087
H: 6.26 -0.75 -0.11  0.117
H: 5.25 3.20 -4.51  0.088
H: -0.69 -5.36 0.36  0.092
H: -1.25 2.78 -2.65  0.085
H: -1.76 5.99 -5.43  0.075
H: 2.89 1.86 -0.40  0.093
H: 4.11 6.23 -3.80  0.094
H: 1.68 -6.01 -0.15  0.098
H: 0.27 5.90 -1.94  0.106
H: -0.37 9.65 0.74  0.091
H: -2.69 -0.12 -3.27  0.097
H: 2.88 3.58 -4.08  0.083
H: 5.17 5.35 -1.75  0.096
H: 3.77 4.82 0.23  0.079
H: 1.66 6.49 -3.91  0.095
H: 4.67 -1.00 -3.95  0.090
H: -0.15 2.79 3.02  0.070
H: -4.60 0.99 -0.54  0.097
H: 1.22 7.75 0.60  0.104

Summary:
energy above the lowest of the compared OMol25 structures with the same formula, charge and spin: 3.768 eV
LUMO: 4.031 eV
E_HOMO: -0.49 eV
total charge: -2
electronic energy: -3681.53625 Ha


[3]
Formula: C14H38ClO17S5
Source: the Open Molecules 2025 dataset
Level of theory: the ωB97M-V functional and the def2-TZVPD basis

Each line ends with the Löwdin charge.
Geometry (Å):
Cl: -1.59 0.47 -0.39  0.648
S: -1.05 -3.27 3.05  0.559
S: -1.37 -5.30 -2.20  0.809
S: 3.51 -3.06 -3.05  0.543
S: -2.61 5.24 -3.29  0.570
S: 2.20 0.09 2.58  0.555
O: -0.92 -0.83 -0.42  -0.388
O: -2.13 0.68 0.93  -0.358
O: -2.68 0.53 -1.35  -0.363
O: 1.68 1.44 1.96  -0.259
O: 0.27 -3.19 2.55  -0.263
O: -3.16 6.33 -2.25  -0.262
O: 2.56 -1.88 -3.45  -0.248
O: -1.24 5.57 -3.58  -0.287
O: 1.22 -0.33 3.53  -0.273
O: -0.61 1.47 -0.76  -0.380
O: -0.19 -6.10 -1.76  -0.553
O: 4.36 -2.63 -1.98  -0.277
O: 4.11 -3.54 -4.25  -0.275
O: -2.07 -4.01 2.38  -0.270
O: 3.55 0.27 3.01  -0.280
O: -1.02 -3.91 4.51  -0.251
O: -3.57 5.14 -4.33  -0.271
C: -2.63 3.83 -2.27  -0.128
C: 2.01 3.46 0.79  -0.055
C: -2.48 7.59 -2.16  -0.277
C: 2.57 2.58 1.91  -0.241
C: 2.13 -0.90 1.15  -0.117
C: 1.88 -1.20 -2.36  -0.258
C: -0.04 -3.38 5.42  -0.269
C: 2.37 0.23 -2.23  -0.050
C: 2.41 -4.32 -2.50  -0.127
C: -0.68 -2.66 6.59  -0.070
C: -0.93 -4.20 -3.53  -0.285
C: -1.57 -4.04 -0.94  -0.262
C: -1.69 -1.67 3.42  -0.105
C: -2.93 8.27 -0.88  -0.067
H: 0.65 -2.72 4.89  0.102
H: -1.89 3.89 -1.48  0.073
H: 1.88 -4.18 -1.57  0.068
H: 0.53 -4.22 5.82  0.122
H: 0.15 -2.32 7.22  0.082
H: -2.54 9.29 -0.90  0.077
H: -3.63 3.66 -1.87  0.082
H: -1.86 -3.81 -3.96  0.057
H: 1.56 0.87 -1.88  0.059
H: 1.93 2.82 -0.09  0.068
H: -2.34 2.98 -2.89  0.078
H: -0.58 -4.84 -4.36  0.055
H: 3.25 0.26 -1.59  0.073
H: 3.07 -5.19 -2.42  0.082
H: -1.22 -3.38 7.21  0.076
H: 1.16 -0.73 0.70  0.056
H: -2.65 -1.83 3.89  0.079
H: 3.58 2.24 1.69  0.109
H: 2.29 -1.94 1.45  0.075
H: 2.99 -0.59 0.55  0.070
H: -1.41 7.39 -2.08  0.108
H: -0.58 -3.60 -0.85  0.045
H: -1.79 -1.17 2.45  0.056
H: -1.34 -1.83 6.34  0.069
H: 2.09 -1.71 -1.41  0.083
H: 2.65 4.32 0.59  0.075
H: 2.64 0.63 -3.21  0.086
H: 1.02 3.81 1.07  0.081
H: -0.23 -3.39 -3.35  0.036
H: -4.00 8.17 -0.74  0.077
H: -2.32 -3.29 -1.15  0.067
H: 1.75 -4.53 -3.34  0.050
H: 0.80 -1.34 -2.45  0.109
H: 2.55 3.05 2.89  0.119
H: -2.57 8.20 -3.07  0.121
H: -1.00 -1.11 4.05  0.050
H: -2.39 7.82 -0.05  0.077
H: -1.81 -4.48 0.02  0.033

Summary:
energy above the lowest of the compared OMol25 structures with the same formula, charge and spin: 0.000 eV
LUMO: 2.346 eV
E_HOMO: -6.84 eV
total charge: -1
electronic energy: -4286.20880 Ha


[4]
Formula: C29H35N4O2PtS2
Source: the Open Molecules 2025 dataset
Level of theory: the ωB97M-V functional and the def2-TZVPD basis

Each line ends with the Löwdin charge.
Geometry (Å):
Pt: -0.50 -0.11 -0.03  1.013
S: -1.87 3.41 2.77  0.826
S: -1.01 2.13 0.19  0.639
O: -0.23 -2.16 -0.11  -0.263
O: 1.69 0.72 1.34  -0.034
N: -0.94 -0.24 1.97  -0.184
N: -1.31 0.87 2.56  -0.086
N: 2.15 -1.89 -3.11  -0.252
N: 3.84 0.61 0.73  -0.144
C: 1.70 -0.67 -2.44  -0.194
C: 2.61 2.74 0.48  0.006
C: -5.03 4.79 -0.35  -0.096
C: -4.30 3.36 1.45  -0.318
C: -0.22 -2.59 2.30  -0.129
C: 3.36 -2.39 -2.50  -0.123
C: -4.47 2.26 0.61  -0.065
C: 5.08 1.21 0.30  -0.068
C: -1.92 0.47 -2.58  -0.154
C: -1.39 1.98 1.88  -1.100
C: -4.91 2.42 -0.69  -0.091
C: 0.58 -5.22 1.61  -0.127
C: -0.70 0.05 -2.05  -0.314
C: -5.18 3.69 -1.18  -0.098
C: -0.04 -2.95 0.92  -0.348
C: -0.06 -3.62 3.26  -0.073
C: 0.19 0.03 -4.31  -0.075
C: -0.13 -0.89 4.18  -0.059
C: 0.33 -4.90 2.94  -0.139
C: -4.58 4.63 0.95  -0.059
C: -0.47 -1.26 2.76  -0.255
C: -3.72 3.19 2.81  -0.404
C: 0.40 -4.25 0.63  -0.044
C: 1.11 -2.93 -3.12  -0.082
C: -1.03 0.45 -4.81  -0.117
C: -2.09 0.67 -3.94  -0.114
C: 0.36 -0.18 -2.94  -0.259
C: 2.67 1.29 0.89  -0.510
C: 3.82 -0.79 1.13  -0.039
H: 2.04 3.28 1.23  0.086
H: 0.91 -6.21 1.33  0.087
H: 0.56 -4.49 -0.41  0.092
H: 5.84 0.43 0.19  0.077
H: -5.02 1.56 -1.34  0.099
H: 4.14 -1.62 -2.55  0.076
H: 1.02 -0.16 -4.97  0.107
H: 0.44 -5.65 3.71  0.084
H: 1.62 -0.83 -1.35  0.079
H: 2.03 2.81 -0.45  0.081
H: 4.97 1.70 -0.67  0.085
H: 3.71 -3.27 -3.04  0.074
H: -3.06 0.99 -4.33  0.089
H: -4.23 1.27 0.98  0.117
H: -4.06 3.94 3.52  0.066
H: -3.88 2.19 3.22  0.074
H: -2.76 0.64 -1.92  0.058
H: 2.47 0.09 -2.61  0.121
H: -5.51 3.82 -2.20  0.095
H: -5.23 5.79 -0.72  0.095
H: 1.56 -3.86 -3.47  0.078
H: -4.44 5.49 1.59  0.109
H: 0.65 -1.55 4.58  0.065
H: 3.79 -0.89 2.22  0.093
H: -1.15 0.61 -5.88  0.087
H: -0.30 -3.40 4.30  0.093
H: 0.32 -2.65 -3.81  0.080
H: 5.46 1.95 1.02  0.086
H: 0.67 -3.08 -2.13  0.063
H: 2.92 -1.27 0.74  0.074
H: 3.58 3.21 0.35  0.058
H: 0.24 0.13 4.20  0.067
H: -1.00 -0.93 4.84  0.080
H: 4.70 -1.30 0.74  0.079
H: 3.22 -2.67 -1.44  0.081

Summary:
energy above the lowest of the compared OMol25 structures with the same formula, charge and spin: 0.699 eV
2S+1: 3
LUMO (spin up / spin down): 2.586 / 0.993 eV
<S²>: 2.038
E_HOMO (spin up / spin down): -2.24 / -4.44 eV
total charge: -1
electronic energy: -2411.25728 Ha